The following is a quantum chemistry calculation of C21H28MoNOS2 as an isolated structure, from the OMol25 dataset.

Last column: natural (NBO) charge in e.
Element x y z (Å)
Mo  1.086  -0.261  1.032  1.1846
S  0.074  1.774  1.339  0.1570
C  0.355  1.397  3.031  -0.1967
C  -0.627  1.811  3.957  -0.2246
C  -0.441  1.620  5.298  -0.1089
C  0.679  0.911  5.765  -0.1822
C  1.603  0.419  4.885  -0.1937
C  1.499  0.700  3.504  -0.2204
S  2.821  0.183  2.472  0.1439
H  -1.504  2.324  3.584  0.2430
H  -1.168  2.002  6.002  0.2307
H  0.808  0.747  6.826  0.2403
H  2.458  -0.143  5.233  0.2429
C  1.333  -0.206  -2.980  -0.6319
C  2.395  0.014  -1.928  0.1151
C  3.605  -0.879  -2.063  -0.6289
O  1.803  -0.197  -0.609  -0.5986
H  1.746  0.060  -3.953  0.2401
H  0.463  0.425  -2.800  0.2252
H  1.023  -1.250  -3.015  0.2230
H  2.698  1.062  -1.908  0.2021
H  3.313  -1.926  -2.102  0.2183
H  4.298  -0.727  -1.236  0.2256
H  4.124  -0.633  -2.989  0.2405
C  -2.780  -0.695  2.228  -0.6011
C  -2.351  -1.849  3.129  -0.2619
C  -1.534  -1.411  4.342  -0.5932
C  -1.648  -2.989  2.425  0.1238
C  -2.197  -4.252  2.608  -0.2261
C  -1.619  -5.384  2.069  -0.1603
C  -0.471  -5.260  1.312  -0.2070
C  0.130  -4.029  1.085  0.0292
C  1.308  -4.038  0.129  -0.2343
C  2.630  -3.507  0.680  -0.5844
C  0.896  -3.435  -1.215  -0.6006
C  -0.462  -2.880  1.665  -0.0024
N  0.147  -1.628  1.497  -0.4279
H  -3.387  0.010  2.799  0.2163
H  -3.386  -1.060  1.398  0.2223
H  -1.937  -0.148  1.813  0.1921
H  -3.275  -2.285  3.516  0.2131
H  -0.559  -1.021  4.047  0.1908
H  -1.364  -2.257  5.010  0.2215
H  -2.064  -0.638  4.899  0.2114
H  -3.104  -4.341  3.192  0.2208
H  -2.067  -6.356  2.229  0.2295
H  -0.023  -6.142  0.872  0.2206
H  1.493  -5.097  -0.068  0.2174
H  2.608  -2.452  0.948  0.1691
H  3.421  -3.634  -0.060  0.2203
H  2.915  -4.053  1.579  0.2286
H  0.671  -2.370  -1.142  0.1860
H  0.004  -3.936  -1.594  0.2280
H  1.691  -3.571  -1.949  0.2121

LUMO energy, eV: -4.938
Net charge: +1
HOMO energy, eV: -11.49
Gap between HOMO and LUMO, eV: 6.55
Energy relative to the best compared isomer or geometry (same formula, charge and spin), eV: 0.6632
E, a.u.: -1811.38814